Entry 1:
Formula: C17H18IO10P
Source: the OMol25 dataset
Level of theory: ωB97M-V/def2-TZVPD

```
! RIJCOSX wB97M-V def2-TZVPD def2/J DEFGRID3
* xyz 0 1
O -1.99 5.84 2.97
C -1.81 5.75 1.77
C -0.73 4.99 1.16
C -0.61 4.96 -0.17
O 0.35 4.29 -0.80
C -1.56 5.70 -1.08
O -1.37 5.63 -2.27
C -2.66 6.43 -0.47
C -2.78 6.46 0.86
O -3.75 7.11 1.49
H -0.05 4.47 1.82
H 0.20 4.43 -1.75
H -3.35 6.94 -1.13
H -3.60 6.96 2.44
O -0.54 -8.33 1.17
C -0.55 -7.14 0.92
C -1.51 -6.50 0.04
C -1.44 -5.19 -0.19
O -2.29 -4.54 -0.97
C -0.36 -4.34 0.43
O -0.34 -3.15 0.15
C 0.59 -4.96 1.33
C 0.51 -6.28 1.56
O 1.33 -6.93 2.36
H -2.28 -7.13 -0.40
H -2.04 -3.60 -0.97
H 1.35 -4.34 1.78
H 1.05 -7.86 2.35
C 4.55 -0.48 -0.58
C 3.70 0.78 -0.67
C 2.25 0.39 -0.80
O 1.50 1.42 -1.45
P -0.14 1.33 -1.49
C -0.55 -0.49 -1.45
C -1.76 -0.77 -0.59
O -2.78 -1.24 -1.01
I -1.62 -0.36 1.53
H 4.18 -1.12 0.21
H 5.59 -0.23 -0.39
H 4.49 -1.04 -1.50
H 3.99 1.33 -1.55
H 3.86 1.38 0.22
H 1.82 0.11 0.17
H 2.22 -0.50 -1.42
H -0.48 1.70 -0.17
H 0.23 -1.12 -1.05
H -0.86 -0.77 -2.44
*
```

Results
- lowest unoccupied orbital energy (eV) = -1.65
- E (eV) = -55784.041
- gap between HOMO and LUMO (eV) = 7.380

---

Entry 2:
Formula: C17H18N2O4S2
Source: the OMol25 dataset
Level of theory: ωB97M-V/def2-TZVPD

```
! RIJCOSX wB97M-V def2-TZVPD def2/J DEFGRID3
* xyz 0 1
C 4.66 2.62 -4.32
C 3.98 2.05 -3.09
O 3.43 0.79 -3.44
C 2.82 0.05 -2.49
C 2.63 0.43 -1.16
C 1.98 -0.41 -0.27
C 1.53 -1.66 -0.67
N 0.88 -2.51 0.24
C 0.14 -3.65 -0.22
S 1.03 -2.29 1.89
O 0.49 -3.45 2.52
O 2.34 -1.85 2.25
C -0.10 -0.95 2.22
C 0.14 0.21 2.90
C -1.00 1.01 3.03
C -2.11 0.45 2.44
C -3.44 0.98 2.40
C -4.61 0.49 1.88
C -5.56 1.50 2.17
C -7.01 1.50 1.84
N -4.99 2.49 2.80
O -3.68 2.19 2.96
S -1.74 -1.10 1.73
C 1.72 -2.04 -2.00
C 2.35 -1.20 -2.89
H 5.10 3.58 -4.09
H 5.44 1.94 -4.66
H 3.93 2.74 -5.12
H 3.19 2.72 -2.74
H 4.72 1.92 -2.28
H 2.97 1.39 -0.81
H 1.86 -0.09 0.75
H 0.79 -4.40 -0.67
H -0.35 -4.09 0.65
H -0.62 -3.34 -0.95
H 1.11 0.45 3.29
H -1.03 1.96 3.52
H -4.76 -0.44 1.37
H -7.46 2.42 2.21
H -7.50 0.65 2.30
H -7.15 1.44 0.76
H 1.38 -3.00 -2.35
H 2.49 -1.50 -3.91
*
```

Results
- lowest unoccupied orbital energy (eV) = -0.36
- E (eV) = -50759.457
- gap between HOMO and LUMO (eV) = 7.685
- energy above the lowest of the compared OMol25 structures with the same formula, charge and spin (kJ/mol) = 307.6

---

Entry 3:
Formula: C17H18N4O3
Source: the OMol25 dataset
Level of theory: ωB97M-V/def2-TZVPD

```
! RIJCOSX wB97M-V def2-TZVPD def2/J DEFGRID3
* xyz 0 1
C 0.17 1.13 -2.96
H 0.67 2.09 -2.98
O -0.90 1.10 -1.90
C -0.35 1.42 -0.69
C -1.36 1.77 0.10
C -1.00 1.88 1.56
C 0.41 1.98 2.08
C 1.19 1.75 0.98
C 0.99 1.42 -0.35
O 2.05 1.32 -1.11
C 3.14 0.29 -0.74
C 3.15 -0.93 -1.57
N 4.09 -1.06 -2.34
N 3.62 -2.50 -2.68
N 2.48 -2.68 -2.36
N 2.29 -1.77 -1.34
C 1.01 -1.61 -0.64
C 1.01 -1.52 0.71
C -0.45 -1.59 1.34
C -1.42 -1.85 0.74
C -1.44 -2.00 -0.82
C -0.11 -2.17 -1.33
H -0.21 -2.32 -2.41
H -2.24 -2.30 -1.15
C -2.98 -1.84 1.18
H -3.18 -0.69 1.55
H -2.62 -2.02 2.37
H -3.67 -2.38 0.82
H -0.18 -1.40 2.45
H 1.87 -1.36 1.29
H 4.00 0.94 -1.08
H 3.18 0.38 0.23
H 2.23 1.83 1.48
H 0.48 2.28 2.99
C -2.19 2.12 2.49
O -3.53 1.28 2.10
H -4.26 1.75 2.49
H -1.85 1.61 3.72
H -2.40 3.11 2.61
H -2.28 1.31 -0.13
H -0.42 1.18 -3.77
H 1.00 0.08 -2.94
*
```

Results
- lowest unoccupied orbital energy (eV) = 0.21
- E (eV) = -30007.464
- gap between HOMO and LUMO (eV) = 8.387
- energy above the lowest of the compared OMol25 structures with the same formula, charge and spin (kJ/mol) = 1784.1

---

Entry 4:
Formula: C17H18N4O3S
Source: the OMol25 dataset
Level of theory: ωB97M-V/def2-TZVPD

```
! RIJCOSX wB97M-V def2-TZVPD def2/J DEFGRID3
* xyz 0 1
C 0.21 5.58 -3.86
C -0.73 5.40 -2.51
O -0.05 4.79 -1.50
C 0.21 3.61 -1.41
C 0.90 3.31 -0.21
C 1.37 1.95 -0.18
C 1.00 1.04 -1.07
N 0.98 -0.39 -1.05
C 2.43 -0.91 -0.53
C 2.00 -2.27 -0.41
N 0.86 -2.71 -0.84
C 0.19 -1.40 -0.90
S -1.52 -1.51 -1.51
C -1.81 -3.08 -1.08
C -1.61 -3.41 0.39
O -1.22 -4.61 0.53
N -1.41 -2.49 1.17
C -0.82 -2.51 2.47
C -0.70 -3.77 3.22
C -0.21 -3.04 4.68
C 0.33 -3.78 5.82
O -0.37 -1.87 4.52
N -1.08 -1.46 3.16
C -0.10 1.37 -2.19
C -0.36 2.73 -2.40
H 0.61 4.60 -4.13
H 1.25 6.26 -3.84
H -0.41 6.21 -4.68
H -1.62 4.94 -2.84
H -0.92 6.53 -2.44
H 1.64 3.89 0.25
H 1.71 1.55 0.67
H 3.23 -0.29 -0.18
H 2.91 -3.03 -0.13
H -1.45 -3.71 -1.68
H -3.01 -3.25 -1.26
H -1.61 -1.39 1.04
H -0.55 -4.60 2.98
H 1.21 -3.53 5.89
H -0.47 -3.38 6.64
H 0.22 -4.90 5.66
H -0.37 0.55 -3.08
H -0.88 2.96 -3.14
*
```

Results
- lowest unoccupied orbital energy (eV) = 0.35
- E (eV) = -40842.821
- gap between HOMO and LUMO (eV) = 8.188
- energy above the lowest of the compared OMol25 structures with the same formula, charge and spin (kJ/mol) = 1762.8